(1)
Formula: C11H11ClO
Source: the Open Molecules 2025 dataset
Level of theory: ωB97M-V with the def2-TZVPD basis set

The total energy comes out at -26150.6821 eV. The HOMO-LUMO gap (spin up / spin down) is 7.9984 / 6.1793 eV. Its multiplicity is 1. For the LUMO energy (spin up / spin down), the calculation gives 0.819 / -0.587 eV. Its largest force on an atom is 5.0 eV/Å. The calculation puts the HOMO energy (spin up / spin down) at -7.179 / -6.766 eV. As for the energy relative to the best compared isomer or geometry (same formula, charge and spin): 119.69 kJ/mol.

Positions of all 24 atoms, in Å:
1 C -3.18 -1.50 0.30
2 C -1.85 -1.84 0.52
3 C -3.50 -0.18 -0.03
4 C -0.87 -0.89 0.49
5 C -2.52 0.78 -0.16
6 C -1.14 0.46 0.18
7 C 1.99 0.46 -1.08
8 C 3.17 -0.32 -0.61
9 C 1.47 1.15 0.25
10 C 2.09 0.20 1.26
11 C -0.06 1.38 -0.06
12 O 2.94 -0.58 0.68
13 Cl -0.43 3.06 -0.32
14 H -4.04 -2.07 0.27
15 H -1.51 -2.83 0.84
16 H -4.53 0.09 0.04
17 H 0.26 -1.18 0.55
18 H -2.75 1.76 -0.29
19 H 2.19 1.06 -2.02
20 H 1.11 -0.10 -1.34
21 H 3.15 -1.29 -1.29
22 H 4.25 0.09 -0.70
23 H 1.86 2.18 0.25
24 H 1.91 0.13 2.29

---

(2)
Formula: C27H31FO
Source: the Open Molecules 2025 dataset
Level of theory: ωB97M-V with the def2-TZVPD basis set

The total energy comes out at -33265.0193 eV. The HOMO-LUMO gap is 5.7030 eV. Its multiplicity is 1. For the LUMO energy, the calculation gives -1.228 eV. Its largest force on an atom is 3.3 eV/Å. The calculation puts the HOMO energy at -6.931 eV.

Positions of all 60 atoms, in Å:
1 C 3.97 2.52 -0.69
2 C 2.63 1.93 -0.23
3 C 2.95 0.97 0.92
4 C 1.77 3.10 0.27
5 C 1.87 1.23 -1.39
6 C 0.83 0.24 -1.17
7 O 0.34 0.01 0.01
8 C 0.31 -0.46 -2.33
9 C -0.56 -1.73 -2.18
10 C -0.78 -2.44 -3.52
11 C -1.93 -1.33 -1.67
12 C 0.06 -2.71 -1.18
13 C 0.55 0.07 -3.59
14 C 1.45 1.12 -3.78
15 C 2.10 1.67 -2.69
16 H 3.84 3.37 -1.37
17 H 4.53 2.89 0.18
18 H 4.59 1.76 -1.19
19 H 2.04 0.52 1.32
20 H 3.60 0.17 0.55
21 H 3.46 1.51 1.72
22 H 0.77 2.75 0.54
23 H 2.24 3.57 1.14
24 H 1.68 3.85 -0.53
25 H 0.17 -2.72 -3.99
26 H -1.36 -3.36 -3.35
27 H -1.36 -1.82 -4.21
28 H -1.84 -0.88 -0.68
29 H -2.39 -0.59 -2.33
30 H -2.60 -2.19 -1.58
31 H 0.22 -2.22 -0.22
32 H -0.62 -3.56 -1.03
33 H 1.02 -3.08 -1.55
34 H 0.04 -0.34 -4.47
35 H 1.66 1.48 -4.78
36 H 2.83 2.46 -2.86
37 F -5.65 -0.28 -0.85
38 C -4.55 0.07 -0.11
39 C -3.79 1.17 -0.50
40 C -2.58 1.38 0.14
41 C -2.11 0.50 1.15
42 C -0.70 0.55 1.57
43 C -0.23 -0.29 2.69
44 C 0.43 0.32 3.79
45 C 0.79 -0.43 4.91
46 C 0.54 -1.81 4.94
47 C -0.04 -2.44 3.83
48 C -0.42 -1.69 2.72
49 C -3.02 -0.46 1.65
50 C -4.23 -0.72 1.00
51 H -4.15 1.81 -1.30
52 H -1.94 2.23 -0.16
53 H -0.27 1.55 1.54
54 H 0.61 1.39 3.76
55 H 1.25 0.06 5.76
56 H 0.80 -2.40 5.83
57 H -0.23 -3.52 3.84
58 H -0.89 -2.18 1.85
59 H -2.78 -1.04 2.54
60 H -4.89 -1.51 1.34

---

(3)
Formula: C10H11Br
Source: the Open Molecules 2025 dataset
Level of theory: ωB97M-V with the def2-TZVPD basis set

The total energy comes out at -80585.9066 eV. The HOMO-LUMO gap is 7.9294 eV. As for the SMILES: C=C=C1C=CC=CC1.C=CBr. Its multiplicity is 1. For the LUMO energy, the calculation gives 0.410 eV. Its largest force on an atom is 5.5 eV/Å. The calculation puts the HOMO energy at -7.519 eV. As for the energy relative to the best compared isomer or geometry (same formula, charge and spin): 309.13 kJ/mol.

Positions of all 22 atoms, in Å:
1 C -1.06 2.63 0.39
2 C -0.33 1.55 0.29
3 C 0.46 0.57 -0.15
4 C 1.37 -0.01 0.78
5 C 2.42 -0.84 0.40
6 C 2.48 -1.26 -1.04
7 C 1.52 -0.86 -1.86
8 C 0.48 0.15 -1.54
9 H -2.05 2.80 0.81
10 H -0.54 3.56 0.32
11 H 1.17 0.19 1.81
12 H 3.26 -1.16 0.92
13 H 3.12 -2.09 -1.23
14 H 1.45 -1.46 -2.81
15 H 0.68 1.20 -2.22
16 H -0.53 -0.11 -2.05
17 C -1.72 -1.02 1.60
18 C -2.79 -0.51 1.12
19 Br -3.12 -0.82 -0.76
20 H -1.46 -0.99 2.62
21 H -1.12 -1.56 0.98
22 H -3.70 0.04 1.61

---

Q: Which value of multiplicity does entry 1 give?
A: 1

---

Q: What is the formula in the first record?
A: C11H11ClO